## one
DFT (the ωB97M-V functional and the def2-TZVPD basis) results for a 2-piece molecular cluster, C4H13NOS overall.

ORCA input file:
```
! wB97M-V def2-TZVPD RIJCOSX def2/J DEFGRID3
* xyz 0 1
C -0.838 0.519 0.514
N -0.414 -0.788 0.054
C 0.981 -0.980 -0.308
C 1.045 -2.328 -1.043
S 2.698 -2.915 -1.503
C 1.848 -0.920 0.941
H -0.222 0.830 1.358
H -1.831 0.388 0.934
H -0.777 1.324 -0.224
H -1.116 -1.218 -0.528
H 1.285 -0.206 -1.027
H 0.396 -2.261 -1.907
H 0.683 -3.120 -0.404
H 2.910 -2.101 -2.543
H 2.857 -1.261 0.723
H 1.405 -1.530 1.721
H 1.936 0.105 1.285
H -4.649 5.021 1.181
H -4.006 6.190 0.405
O -4.190 5.248 0.370
*
```

Its structure (SMILES) is CN[C@@H](C)CS.O.

Charges obtained by Löwdin population analysis, quoted in units of e:
1. C -0.128
2. N -0.122
3. C -0.488
4. C -0.538
5. S 0.712
6. C -0.080
7. H 0.067
8. H 0.078
9. H 0.077
10. H 0.102
11. H 0.133
12. H 0.070
13. H 0.067
14. H -0.150
15. H 0.045
16. H 0.087
17. H 0.066
18. H 0.029
19. H 0.030
20. O -0.059

***

## two
DFT (the ωB97M-V functional and the def2-TZVPD basis) results for a 2-piece molecular cluster, C4H13NOS overall.

ORCA input file:
```
! wB97M-V def2-TZVPD RIJCOSX def2/J DEFGRID3
* xyz 0 1
C -0.559 -0.727 1.280
C 0.098 -1.322 0.051
C 1.209 -0.459 -0.545
S 2.592 -0.110 0.560
C -1.500 0.422 0.958
N -2.534 -0.024 -0.008
H 0.187 -0.443 2.019
H -1.147 -1.497 1.790
H -0.643 -1.470 -0.731
H 0.500 -2.306 0.258
H 0.788 0.465 -0.962
H 1.568 -0.938 -1.460
H 2.531 1.223 0.498
H -0.964 1.289 0.577
H -1.986 0.753 1.878
H -3.313 0.627 0.035
H -2.880 -0.904 0.386
H -1.417 1.723 -1.583
H -0.907 1.879 -3.024
O -1.626 2.119 -2.433
*
```

Its structure (SMILES) is NCCCCS.O.

Charges obtained by Löwdin population analysis, quoted in units of e:
1. C -0.237
2. C -0.286
3. C -0.581
4. S 0.716
5. C -0.287
6. N -0.008
7. H 0.086
8. H 0.110
9. H 0.101
10. H 0.103
11. H 0.062
12. H 0.066
13. H -0.151
14. H 0.096
15. H 0.105
16. H 0.070
17. H 0.075
18. H -0.013
19. H 0.032
20. O -0.058

***

Pick the least stable structure from those above. Pick: one